Arrangement 1

Formula: C13H44BNO22
Source: the OMol25 dataset
Level of theory: ωB97M-V with the def2-TZVPD basis set

Summary:
Spin multiplicity   2
<S²>   0.76
Total charge   -1
Gap between HOMO and LUMO (spin up / spin down)   8.50 / 9.33 eV
HOMO (spin up / spin down)   -7.24 / -8.07 eV

Each line ends with the Mulliken spin population.
Positions of all 81 atoms, in Å:
C1 -3.30 3.99 0.42  0.0350
C2 -2.49 4.51 -0.82  0.0029
C3 -1.09 5.08 -0.35  0.0245
C4 -0.18 3.91 0.13  -0.0094
C5 -0.03 2.84 -0.95  0.0112
C6 -1.30 2.33 -1.65  -0.0059
N1 -2.23 3.45 -1.84  0.3142
O1 -3.49 3.10 -2.54  0.6095
C7 -1.92 1.20 -0.72  0.0645
C8 -0.87 1.70 -3.04  0.0151
C9 -3.31 5.72 -1.35  0.0013
H1 -3.43 4.72 1.21  0.0006
H2 -2.89 3.04 0.75  -0.0105
H3 -4.33 3.76 0.15  -0.0008
H4 -1.12 5.75 0.51  -0.0003
H5 -0.59 5.56 -1.19  -0.0026
H6 -0.50 3.45 1.06  -0.0006
H7 0.78 4.39 0.30  -0.0005
H8 0.39 1.96 -0.46  0.0020
H9 0.71 3.13 -1.70  -0.0063
H10 -1.78 1.34 0.35  -0.0163
H11 -1.48 0.26 -1.03  -0.0037
H12 -2.97 1.09 -0.98  -0.0131
H13 -1.69 1.40 -3.69  0.0000
H14 -0.27 0.80 -2.91  -0.0008
H15 -0.37 2.49 -3.60  -0.0079
H16 -4.39 5.64 -1.46  -0.0014
H17 -2.87 6.07 -2.28  0.0000
H18 -3.18 6.60 -0.72  -0.0002
O2 1.75 -2.55 -2.72  0.0000
C10 1.55 -2.51 -1.52  0.0000
O3 0.87 -1.60 -0.91  0.0002
B1 0.82 -1.89 0.57  0.0018
O4 1.67 -3.07 0.70  0.0004
C11 2.09 -3.52 -0.47  0.0001
O5 2.70 -4.56 -0.71  0.0000
O6 1.36 -0.64 1.15  -0.0011
C12 0.37 -0.07 1.86  -0.0037
O7 0.30 1.10 2.25  0.0000
C13 -0.78 -1.11 1.99  0.0025
O8 -0.50 -2.06 1.14  -0.0007
O9 -1.83 -1.00 2.65  0.0000
O10 3.48 -7.54 0.38  0.0000
H19 3.22 -7.19 -0.48  0.0000
H20 3.64 -6.77 0.91  0.0000
O11 -0.10 -3.29 -5.26  0.0000
H21 0.66 -3.85 -5.42  0.0000
H22 -0.27 -3.39 -4.32  0.0000
O12 3.02 -0.22 -3.70  0.0000
H23 2.40 -0.71 -3.15  0.0000
H24 3.86 -0.32 -3.25  0.0000
O13 3.72 -4.58 -4.09  0.0000
H25 3.52 -3.67 -3.87  0.0000
H26 3.21 -4.75 -4.88  0.0000
O14 -1.79 -2.56 4.99  0.0000
H27 -1.02 -3.12 4.86  0.0000
H28 -2.05 -2.31 4.10  0.0000
O15 -2.85 1.58 3.67  0.0000
H29 -3.37 0.84 3.37  0.0000
H30 -2.12 1.62 3.05  0.0001
O16 0.08 -0.23 5.07  0.0000
H31 1.00 -0.39 4.89  0.0000
H32 -0.38 -0.89 4.55  0.0000
O17 4.16 -2.84 2.58  0.0000
H33 3.32 -3.05 2.17  0.0000
H34 4.51 -2.14 2.04  0.0000
O18 0.88 3.38 3.64  0.0000
H35 1.73 3.19 4.04  0.0000
H36 0.60 2.55 3.26  0.0000
O19 -4.65 -0.21 2.36  0.0001
H37 -4.69 0.59 1.84  0.0000
H38 -4.72 -0.92 1.73  0.0000
O20 2.96 1.66 0.74  0.0000
H39 2.05 1.94 0.80  0.0000
H40 3.01 0.89 1.32  0.0000
O21 5.36 -4.50 -1.91  0.0000
H41 4.87 -4.62 -2.73  0.0000
H42 4.69 -4.45 -1.23  0.0000
O22 -0.68 -5.01 -0.23  0.0000
H43 -0.16 -5.75 0.09  0.0000
H44 -1.24 -4.78 0.51  0.0000


Arrangement 2

Formula: C13H44BNO22
Source: the OMol25 dataset
Level of theory: ωB97M-V with the def2-TZVPD basis set

Summary:
Spin multiplicity   2
<S²>   0.76
Total charge   -1
Gap between HOMO and LUMO (spin up / spin down)   8.34 / 9.24 eV
HOMO (spin up / spin down)   -7.02 / -7.92 eV

Each line ends with the Mulliken spin population.
Positions of all 81 atoms, in Å:
C1 3.60 4.56 -0.19  0.0129
C2 3.66 2.99 -0.52  -0.0043
C3 3.04 2.43 0.80  0.0104
C4 2.74 0.96 0.64  -0.0013
C5 1.76 0.79 -0.52  0.0145
C6 2.20 1.33 -1.94  -0.0116
N1 2.87 2.70 -1.75  0.3591
O1 3.29 3.31 -2.99  0.5777
C7 0.92 1.36 -2.85  0.0063
C8 3.11 0.32 -2.62  0.0162
C9 5.20 2.57 -0.51  0.0320
H1 2.59 4.82 0.11  -0.0045
H2 3.83 5.16 -1.07  -0.0016
H3 4.27 4.96 0.58  -0.0001
H4 2.17 2.96 1.17  -0.0003
H5 3.80 2.48 1.58  -0.0011
H6 2.25 0.52 1.51  0.0002
H7 3.67 0.43 0.41  -0.0015
H8 0.81 1.22 -0.21  0.0018
H9 1.63 -0.29 -0.58  0.0016
H10 0.30 2.19 -2.53  0.0057
H11 0.40 0.41 -2.76  -0.0015
H12 1.08 1.54 -3.91  -0.0032
H13 4.05 0.23 -2.07  -0.0037
H14 3.17 0.43 -3.70  0.0013
H15 2.65 -0.66 -2.48  -0.0001
H16 5.30 1.48 -0.45  -0.0038
H17 5.81 3.00 0.29  0.0021
H18 5.61 2.89 -1.47  -0.0047
O2 -3.28 1.40 1.74  0.0000
C10 -2.71 0.54 1.13  -0.0002
O3 -2.16 -0.55 1.65  0.0002
B1 -1.60 -1.43 0.59  0.0005
O4 -1.82 -0.70 -0.64  -0.0005
C11 -2.41 0.49 -0.39  0.0002
O5 -2.72 1.36 -1.24  0.0005
O6 -0.23 -1.76 0.92  -0.0005
C12 -0.11 -3.05 1.31  0.0000
O7 0.89 -3.69 1.68  0.0000
C13 -1.49 -3.70 1.04  0.0000
O8 -2.32 -2.77 0.52  0.0000
O9 -1.70 -4.89 1.03  0.0000
O10 -4.19 -5.06 2.89  0.0000
H19 -3.87 -5.30 2.02  0.0000
H20 -4.76 -4.31 2.74  0.0000
O11 -1.02 -1.91 -3.99  0.0000
H21 -1.57 -1.52 -3.31  0.0000
H22 -1.15 -1.35 -4.76  0.0000
O12 2.96 -3.06 3.60  0.0000
H23 3.73 -2.75 3.12  0.0000
H24 2.30 -3.20 2.92  0.0000
O13 -5.50 0.83 -1.67  0.0000
H25 -5.77 0.56 -2.55  0.0000
H26 -4.78 1.44 -1.82  0.0000
O14 -4.89 -2.27 2.07  0.0000
H27 -5.46 -1.85 1.43  0.0000
H28 -4.04 -2.34 1.64  0.0000
O15 0.00 1.29 3.06  0.0001
H29 -0.63 1.03 3.74  0.0000
H30 -0.36 0.93 2.25  0.0000
O16 -1.30 4.40 2.35  0.0000
H31 -1.58 3.84 1.63  0.0000
H32 -0.40 4.63 2.14  0.0000
O17 2.73 -3.62 -0.56  0.0000
H33 1.91 -3.54 -0.07  0.0000
H34 2.56 -4.31 -1.20  0.0000
O18 -0.78 -6.25 3.71  0.0000
H35 0.11 -6.07 4.01  0.0000
H36 -0.88 -5.69 2.93  0.0000
O19 -3.79 3.12 -3.61  0.0000
H37 -3.08 2.48 -3.68  0.0000
H38 -4.41 2.86 -4.30  0.0000
O20 2.13 -6.45 0.34  0.0000
H39 1.77 -5.82 0.97  0.0000
H40 1.42 -7.07 0.20  0.0000
O21 -5.71 2.50 0.96  0.0000
H41 -5.26 2.22 0.16  0.0000
H42 -5.10 2.28 1.66  0.0000
O22 -1.42 3.73 -0.76  0.0006
H43 -1.85 2.94 -1.09  0.0008
H44 -2.13 4.31 -0.51  0.0000


Relative to the most stable one, in hartree, the structures come out at arrangement 1 0.0056; arrangement 2 0.0000.


Arrangement 1

Formula: C7H12NO
Source: the OMol25 dataset
Level of theory: ωB97M-V with the def2-TZVPD basis set

Summary:
Spin multiplicity   1
Total charge   +1
Gap between HOMO and LUMO   9.97 eV
HOMO   -13.62 eV

Each line ends with the Mulliken charge.
Positions of all 21 atoms, in Å:
C1 0.76 1.41 0.10  -1.1853
C2 0.89 -0.77 -0.93  -0.3474
C3 -0.47 -0.14 -1.44  -0.8347
C4 1.81 0.31 -0.33  0.1065
C5 -0.44 -0.96 -0.17  0.0740
C6 -0.47 0.65 -0.17  0.4775
C7 -0.92 -2.00 0.79  -1.3842
N1 -1.76 1.23 0.38  -0.1571
O1 2.40 -0.23 0.81  -0.5009
H1 1.09 1.80 1.12  0.3675
H2 0.61 2.39 -0.44  0.3821
H3 1.48 -1.43 -1.55  0.4741
H4 -0.96 -0.10 -2.36  0.4466
H5 2.40 0.56 -1.20  0.4737
H6 -0.95 -1.71 1.88  0.2929
H7 -0.36 -2.98 0.67  0.3296
H8 -1.90 -2.22 0.49  0.4862
H9 -2.59 0.64 0.37  0.3649
H10 -2.15 2.12 -0.11  0.4133
H11 -1.75 1.29 1.35  0.3667
H12 3.28 0.14 0.75  0.3540


Arrangement 2

Formula: C7H12NO
Source: the OMol25 dataset
Level of theory: ωB97M-V with the def2-TZVPD basis set

Summary:
Spin multiplicity   1
Total charge   +1
Gap between HOMO and LUMO   10.63 eV
HOMO   -13.93 eV

Each line ends with the Mulliken charge.
Positions of all 21 atoms, in Å:
C1 1.02 -0.31 1.40  -0.9845
C2 -0.93 1.39 0.99  -0.8312
C3 1.21 -1.55 -0.89  -0.8196
C4 0.57 0.93 0.64  -0.0789
C5 0.31 -1.23 0.31  0.1929
C6 -1.40 0.78 -0.38  0.0349
C7 -0.07 0.08 -0.47  -0.2526
N1 0.75 -0.38 -1.61  0.0468
O1 -2.49 -0.15 -0.39  -0.5386
H1 2.18 -0.26 1.52  0.2866
H2 0.46 -0.34 2.47  0.2930
H3 -1.47 0.74 1.76  0.2828
H4 -1.08 2.45 1.22  0.3464
H5 2.26 -1.46 -0.58  0.3178
H6 1.12 -2.47 -1.49  0.3397
H7 1.15 1.84 0.47  0.4756
H8 -0.39 -1.94 0.68  0.4198
H9 -1.55 1.68 -1.08  0.3179
H10 1.41 0.32 -2.06  0.3980
H11 0.24 -0.51 -2.44  0.3771
H12 -3.31 0.39 -0.09  0.3760


Relative to the most stable one, in hartree, the structures come out at arrangement 1 0.0120; arrangement 2 0.0000.


Arrangement 1

Formula: C3H4N2OS2
Source: the OMol25 dataset
Level of theory: ωB97M-V with the def2-TZVPD basis set

Summary:
Spin multiplicity   1
Total charge   0
Gap between HOMO and LUMO   9.41 eV
HOMO   -8.78 eV

Each line ends with the Mulliken charge.
Positions of all 12 atoms, in Å:
C1 -0.57 -0.10 1.44  0.4098
C2 -0.35 0.51 -0.66  0.1151
C3 0.25 -0.29 0.29  0.2238
H1 -1.07 -0.38 3.20  0.3650
H2 -2.04 1.76 -0.47  0.1877
H3 1.03 -0.12 -2.36  0.1387
H4 2.60 -0.55 0.50  0.1513
N1 -1.54 0.74 1.24  -0.8852
N2 -1.40 1.11 -0.05  0.2912
O1 -0.35 -0.70 2.62  -0.4790
S1 0.07 0.83 -2.33  -0.2484
S2 1.61 -1.37 0.05  -0.2699


Arrangement 2

Formula: C3H4N2OS2
Source: the OMol25 dataset
Level of theory: ωB97M-V with the def2-TZVPD basis set

Summary:
Spin multiplicity   1
Total charge   0
Gap between HOMO and LUMO   7.45 eV
HOMO   -9.36 eV

Each line ends with the Mulliken charge.
Positions of all 12 atoms, in Å:
C1 0.26 1.46 1.09  0.1048
C2 -0.25 -1.10 -0.63  0.5178
C3 -0.98 -2.29 -1.09  -0.1692
H1 1.24 1.94 2.66  0.2391
H2 -0.77 1.46 1.40  0.3629
H3 1.42 1.02 -0.71  0.3410
H4 -0.64 -3.22 -0.70  0.3571
N1 1.39 1.85 1.66  -0.6359
N2 0.40 1.43 -0.35  -0.3674
O1 0.66 -1.15 0.20  -0.5186
S1 -0.80 0.60 -1.23  -0.0022
S2 -1.92 -2.01 -2.32  -0.2296


Relative to the most stable one, in hartree, the structures come out at arrangement 1 0.0000; arrangement 2 0.0734.


Arrangement 1

Formula: C4H6O
Source: the OMol25 dataset
Level of theory: ωB97M-V with the def2-TZVPD basis set

Summary:
Spin multiplicity   1
Total charge   0
Gap between HOMO and LUMO   10.25 eV
HOMO   -9.12 eV

Each line ends with the Mulliken charge.
Positions of all 11 atoms, in Å:
C1 0.11 1.23 -0.33  -0.3578
O1 1.19 0.52 0.29  -0.3629
C2 0.77 -0.80 0.67  -0.3784
C3 -0.53 -0.98 -0.08  -0.2973
C4 -0.94 0.18 -0.58  -0.2929
H1 -0.25 2.04 0.32  0.2263
H2 0.46 1.71 -1.26  0.2410
H3 0.62 -0.94 1.75  0.2130
H4 1.59 -1.50 0.48  0.2606
H5 -1.06 -1.92 -0.12  0.3809
H6 -1.90 0.40 -1.06  0.3675


Arrangement 2

Formula: C4H6O
Source: the OMol25 dataset
Level of theory: ωB97M-V with the def2-TZVPD basis set

Summary:
Spin multiplicity   1
Total charge   0
Gap between HOMO and LUMO   9.89 eV
HOMO   -8.83 eV

Each line ends with the Mulliken charge.
Positions of all 11 atoms, in Å:
C1 0.70 -0.97 0.23  -0.3172
C2 0.85 0.59 -0.33  -0.3803
C3 -0.65 0.97 0.17  -0.4061
C4 -1.40 -0.11 -0.05  -0.1536
H1 0.58 -1.02 1.58  0.2301
H2 1.60 -1.92 -0.15  0.2473
H3 0.93 0.80 -1.55  0.2172
H4 1.67 1.24 0.23  0.2662
H5 -1.06 1.98 0.23  0.3172
H6 -2.50 -0.27 0.01  0.3395
O1 -0.73 -1.29 -0.36  -0.3603


Relative to the most stable one, in hartree, the structures come out at arrangement 1 0.0000; arrangement 2 0.1034.


Arrangement 1

Formula: C4H6O
Source: the OMol25 dataset
Level of theory: ωB97M-V with the def2-TZVPD basis set

Summary:
Spin multiplicity   1
Total charge   0
Gap between HOMO and LUMO   10.82 eV
HOMO   -9.76 eV

Each line ends with the Mulliken charge.
Positions of all 11 atoms, in Å:
C1 1.02 -1.25 -0.70  -0.6314
O1 0.47 -0.52 0.36  -0.3166
C2 0.28 0.87 0.26  -0.4351
C3 -1.13 1.08 0.62  -0.2368
C4 -2.28 0.91 0.94  -0.0987
H1 0.91 -0.78 -1.68  0.3183
H2 0.50 -2.22 -0.72  0.2227
H3 2.09 -1.44 -0.51  0.2301
H4 0.95 1.39 0.96  0.2570
H5 0.49 1.27 -0.75  0.3077
H6 -3.28 0.69 1.22  0.3826


Arrangement 2

Formula: C4H6O
Source: the OMol25 dataset
Level of theory: ωB97M-V with the def2-TZVPD basis set

Summary:
Spin multiplicity   1
Total charge   0
Gap between HOMO and LUMO   9.18 eV
HOMO   -8.42 eV

Each line ends with the Mulliken charge.
Positions of all 11 atoms, in Å:
C1 -1.33 0.53 -0.27  -0.5904
O1 -0.02 0.44 0.30  -0.1947
C2 0.78 -1.00 0.70  -0.0705
C3 1.90 -0.65 -0.13  -0.6734
C4 1.30 0.42 -0.59  -0.0924
H1 -1.56 -0.31 -0.93  0.3038
H2 -1.37 1.46 -0.84  0.2679
H3 -2.05 0.58 0.55  0.2518
H4 0.84 -0.94 1.79  0.2212
H5 0.12 -1.80 0.36  0.2266
H6 1.39 1.30 -1.22  0.3502


Arrangement 3

Formula: C4H6O
Source: the OMol25 dataset
Level of theory: ωB97M-V with the def2-TZVPD basis set

Summary:
Spin multiplicity   1
Total charge   0
Gap between HOMO and LUMO (spin up / spin down)   7.41 / 7.41 eV
HOMO (spin up / spin down)   -7.43 / -7.43 eV

Each line ends with the Mulliken charge.
Positions of all 11 atoms, in Å:
O1 0.90 0.52 1.05  -0.4732
C1 -0.19 0.91 -0.57  -0.2084
C2 -0.68 -0.37 -1.03  -0.1540
C3 -0.08 -1.42 -0.01  -0.6921
C4 0.63 -0.91 0.98  -0.1839
H1 0.51 0.87 1.88  0.3547
H2 -0.83 1.59 -0.03  0.2413
H3 0.69 1.36 -1.03  0.2363
H4 -1.77 -0.46 -1.00  0.2482
H5 -0.32 -0.64 -2.02  0.2531
H6 1.13 -1.46 1.78  0.3781


Arrangement 4

Formula: C4H6O
Source: the OMol25 dataset
Level of theory: ωB97M-V with the def2-TZVPD basis set

Summary:
Spin multiplicity   1
Total charge   0
Gap between HOMO and LUMO   10.91 eV
HOMO   -10.03 eV

Each line ends with the Mulliken charge.
Positions of all 11 atoms, in Å:
C1 0.59 0.92 -0.42  -0.1362
C2 1.50 0.16 -0.37  0.1742
C3 -2.98 0.46 0.61  0.0843
C4 2.38 -0.91 -0.35  -1.2117
O1 -3.60 0.04 -0.31  -0.3477
H1 -0.30 1.52 -0.31  0.3340
H2 -3.47 0.45 1.71  0.1967
H3 -2.02 0.97 0.49  0.0423
H4 1.85 -1.77 -0.62  0.2984
H5 2.82 -1.01 0.63  0.2938
H6 3.24 -0.83 -1.08  0.2719


Relative to the most stable one, in hartree, the structures come out at arrangement 1 0.0000; arrangement 2 0.0957; arrangement 3 0.0908; arrangement 4 0.0136.